{
  "formula": "H24O12",
  "method": "ωB97M-V/def2-TZVPD",
  "elements": ["H", "H", "O", "H", "H", "H", "H", "H", "O", "O", "O", "H", "H", "O", "O", "O", "H", "H", "H", "H", "H", "H", "H", "O", "H", "H", "H", "O", "O", "H", "O", "H", "H", "H", "H", "O"],
  "xyz": [[-0.1625, -0.0185, -0.8479], [-1.1548, -1.7313, 0.7477], [2.2144, -2.8945, -1.0463], [-1.2620, 1.0667, 2.3515], [2.9063, -0.7175, 1.9111], [2.2702, 1.3204, -1.4516], [1.3245, 0.5616, -3.7534], [-2.6030, 0.4663, 1.9869], [-1.1992, -0.1103, -2.6634], [0.9515, -0.6720, 4.1684], [-1.7742, -2.1455, 1.3485], [1.2412, -0.8036, 3.2656], [-2.5299, 3.1503, -2.2715], [-2.0600, 0.7060, 2.7379], [2.5035, -1.4827, 1.5006], [0.7422, 1.6472, 1.7226], [-2.1650, -0.0511, 0.1315], [-2.1305, 2.1849, -1.1758], [1.0212, 2.5238, 1.4580], [1.7314, 2.7340, -1.5107], [0.3093, -0.5600, -3.6954], [1.6077, -2.4609, -1.6464], [-1.9984, -0.5345, -2.9756], [-1.7940, 2.6258, -1.9559], [-1.4447, 0.8073, -2.5456], [0.3897, 0.1214, 0.5547], [-1.3626, -2.9778, 1.5814], [-2.7559, 0.6995, 0.0702], [1.1939, -0.3546, -3.9980], [2.4029, -2.2357, -0.3780], [0.0365, -0.5227, -0.0590], [-3.6234, 0.3128, -0.0493], [1.5310, 1.2433, 2.0844], [0.9530, -1.5493, 4.5512], [3.0715, -2.2132, 1.7455], [1.6183, 1.8642, -1.8939]],
  "forces_ev_per_a": [[0.07, 0.08, -0.55], [0.82, 0.38, -0.30], [0.17, -0.65, -0.29], [0.51, 0.17, -0.04], [0.51, 0.86, 0.14], [0.30, -0.32, 0.33], [0.02, 0.32, 0.33], [0.04, 0.09, 0.00], [-0.07, -0.67, -0.07], [-0.04, 0.32, 0.49], [-0.81, -0.36, 0.15], [0.04, -0.18, -0.47], [-0.14, 0.17, -0.13], [-0.37, 0.02, 0.72], [-0.66, -0.39, -0.34], [-1.16, -0.40, -0.20], [0.68, -0.42, -0.05], [-0.18, -0.34, 0.81], [0.26, 0.60, -0.27], [-0.03, 0.31, 0.23], [-0.30, 0.21, 0.27], [-0.13, 0.23, -0.12], [-0.20, -0.21, 0.02], [0.25, 0.03, -0.52], [-0.01, 0.98, -0.03], [0.34, 0.59, 0.54], [0.09, -0.13, 0.07], [-0.46, 0.52, -0.41], [0.61, -0.46, -0.62], [-0.11, 0.47, 0.40], [-0.56, -0.67, -0.18], [-0.29, -0.11, -0.07], [0.89, -0.23, 0.47], [-0.03, -0.24, 0.04], [0.31, -0.41, 0.22], [-0.35, -0.14, -0.57]],
  "total_energy_ev": -24960.3365,
  "max_force_ev_per_a": 1.242,
  "e_lumo_ev": [2.34, 2.24],
  "multiplicity": 2,
  "homo_ev": [-0.2, -7.3],
  "orbital_gap_ev": [2.6, 9.6],
  "de_lowest_ev": 0.494,
  "charge": -1
}